Below is a structure of composition CHCl4PS, with properties calculated with ωB97M-V with the def2-TZVPD basis set.

Geometry as XYZ:
```
8
Properties=species:S:1:pos:R:3:forces:R:3
Cl -3.4421 -0.7334 -0.1671 -0.096 0.437 0.417
Cl -1.9865 -0.3200 -2.9168 -0.160 0.411 -0.262
C 0.3774 -0.5384 -0.4897 -2.718 -0.378 0.168
S -1.7475 -3.2528 -1.4535 -0.025 0.877 0.327
H 0.1119 0.2923 0.1598 0.155 -0.147 -0.113
Cl 1.2236 -0.0591 -1.8838 0.123 -0.032 -0.258
Cl 0.9640 -1.8984 0.3643 0.171 -0.044 -0.035
P -1.8390 -1.3361 -1.1923 2.550 -1.124 -0.244
```
Positions in Å, forces in eV/Å.

**Energy relative to the best compared isomer or geometry (same formula, charge and spin)**: 42.3 kJ/mol
**LUMO energy**: -1.2 eV
**2S+1**: 1
**Charge**: 0

Löwdin atomic charges, in units of e: number 1, Cl, carries 0.235; number 2, Cl, carries 0.204; number 3, C, carries -1.240; number 4, S, carries 0.122; number 5, H, carries 0.016; number 6, Cl, carries 0.586; number 7, Cl, carries 0.564; number 8, P, carries -0.486